Record 1
# C17H26N7PdS3

A molecular structure, C17H26N7PdS3 (the ωB97M-V functional and the def2-TZVPD basis, the Open Molecules 2025 dataset).

Net charge: +3
HOMO-LUMO gap (spin up / spin down) in eV: 4.4 / 4.4
Lowest unoccupied orbital energy (spin up / spin down) in eV: -12.72 / -12.72

Element x y z (Å)
Pd 0.2697 -0.3457 -0.5888
C -1.2224 3.6089 -1.1938
C -0.9960 2.1544 -0.9802
N 0.1742 1.6267 -0.8178
N 1.3012 2.4084 -0.8185
C 2.4141 1.7170 -0.8014
N 3.5819 2.3511 -0.8518
S 2.5035 -0.0628 -0.6811
C -2.1332 1.1971 -0.9770
C -3.4429 1.5894 -1.1738
C -4.4417 0.6187 -1.2232
C -4.0998 -0.7139 -1.0854
C -2.7664 -1.0442 -0.8840
N -1.8143 -0.1161 -0.8158
H -0.3025 4.1722 -1.0873
H -1.9667 3.9828 -0.4888
H -1.6189 3.7651 -2.2007
H 3.5990 3.3491 -1.0044
H 4.4559 1.8530 -0.8583
H -3.6878 2.6334 -1.3073
H -5.4718 0.9096 -1.3815
H -4.8442 -1.4959 -1.1385
H -2.4454 -2.0734 -0.7780
C 1.4020 -1.0061 2.3233
C 1.3155 -0.9594 3.9652
N 0.1834 -0.1813 4.3033
C -1.0201 -0.7777 3.8686
C -0.9747 -0.8220 2.2163
N 0.2827 -0.2436 1.8154
C 0.3710 1.1364 2.2205
C 0.3099 1.1581 3.8700
H 1.3408 -2.0418 2.0024
H 2.3366 -0.5600 2.0027
H 2.2362 -0.5087 4.3273
H 1.2232 -1.9828 4.3201
H -1.8905 -0.1919 4.1534
H -1.1129 -1.8026 4.2188
H -1.8030 -0.2339 1.8336
H -1.0472 -1.8579 1.8962
H -0.4777 1.7000 1.8441
H 1.3102 1.5739 1.8925
H -0.5509 1.7581 4.1546
H 1.2306 1.6140 4.2250
S 0.4364 -2.7236 -0.5339
C 0.9909 -2.6179 -2.1630
N 2.0588 -3.1501 -2.6765
C 2.4807 -2.6612 -4.0024
C 1.2447 -2.0330 -4.6404
S 0.1270 -1.5940 -3.2514
H 2.6475 -3.7684 -2.1291
H 2.8674 -3.4855 -4.5974
H 3.2740 -1.9297 -3.8428
H 0.6846 -2.7411 -5.2487
H 1.4775 -1.1515 -5.2305

Atomic forces in eV per Å
-0.3 -0.2 0.1
0.0 0.0 0.0
-0.1 -0.1 0.0
0.1 0.3 0.0
0.0 -0.3 0.0
-0.1 0.0 -0.1
-0.1 0.0 0.0
0.1 0.3 0.1
0.1 -0.1 0.0
0.0 0.0 0.0
0.0 0.0 0.0
0.0 0.0 0.0
0.0 0.0 0.0
0.0 0.1 0.1
0.0 0.0 0.0
0.0 0.0 0.0
0.0 0.0 0.0
0.0 0.0 0.0
0.0 0.0 0.0
0.0 0.0 0.0
0.0 0.0 0.0
0.0 0.0 0.0
0.0 0.0 0.0
-0.1 0.0 -0.2
0.0 0.0 0.1
0.0 0.0 -0.1
0.0 0.0 0.1
0.1 0.0 -0.1
0.0 -0.1 0.3
0.0 0.0 -0.2
0.0 0.0 0.1
0.0 0.0 0.0
0.0 0.0 0.0
0.0 0.0 0.0
0.0 0.0 0.0
0.0 0.0 0.0
0.0 0.0 0.0
0.0 0.0 0.0
0.0 0.0 0.0
0.0 0.0 0.0
0.0 0.0 0.0
0.0 0.0 0.0
0.0 0.0 0.0
0.2 0.0 0.0
-0.1 0.1 -0.1
-0.1 -0.2 0.1
0.0 0.0 0.0
-0.1 0.0 0.0
0.1 0.0 -0.2
0.0 0.0 0.0
0.0 0.0 0.0
0.0 0.0 0.0
0.0 0.0 0.0
0.0 0.0 0.0

In the natural (NBO) picture, each atom carries the following charge in e: 0.788 -0.697 0.309 -0.275 -0.400 0.309 -0.743 -0.097 0.121 -0.186 -0.097 -0.210 0.071 -0.513 0.282 0.258 0.275 0.440 0.429 0.262 0.268 0.270 0.235 -0.254 -0.218 -0.238 -0.214 -0.251 -0.161 -0.248 -0.216 0.261 0.271 0.264 0.263 0.262 0.264 0.252 0.256 0.247 0.265 0.261 0.265 -0.089 0.003 -0.498 -0.234 -0.521 0.407 0.454 0.267 0.236 0.266 0.278

***

Record 2
# C17H27Cl2IrOS3Sb

A molecular structure, C17H27Cl2IrOS3Sb (the ωB97M-V functional and the def2-TZVPD basis, the Open Molecules 2025 dataset).

Net charge: +1
HOMO-LUMO gap in eV: 6.8
Lowest unoccupied orbital energy in eV: -4.41

Element x y z (Å)
Ir 0.0630 0.5705 1.3831
Cl -1.7916 -0.5995 2.4370
C -1.1195 -2.0970 3.0570
C -1.9586 -2.9605 3.7358
C -1.4148 -4.1327 4.2297
C -0.0696 -4.4165 4.0377
C 0.7375 -3.5291 3.3487
Cl 2.4061 -3.8977 3.1159
C 0.2210 -2.3341 2.8364
S 1.2582 -1.2366 1.9312
H -3.0022 -2.7180 3.8795
H -2.0407 -4.8295 4.7689
H 0.3640 -5.3297 4.4201
C -1.1936 -2.1169 -1.0031
C -0.2892 -1.2659 -1.8845
C -0.7599 -1.2854 -3.3394
Sb -0.1022 0.7529 -1.1493
C 1.6241 1.6454 -2.0639
C 1.6151 1.5481 -3.5858
C 2.8898 1.0172 -1.4845
C -1.8447 1.9412 -1.5959
C -3.0479 1.4099 -0.8263
C -2.1391 2.0899 -3.0846
H -1.1933 -3.1414 -1.3823
H -2.2254 -1.7607 -1.0259
H -0.8591 -2.1505 0.0335
H 0.7372 -1.6367 -1.8144
H -1.8248 -1.0559 -3.4012
H -0.6223 -2.2865 -3.7533
H -0.2258 -0.5876 -3.9825
H 1.5556 2.6927 -1.7577
H 1.7323 0.5146 -3.9151
H 2.4670 2.1072 -3.9780
H 0.7169 1.9544 -4.0462
H 2.9662 -0.0380 -1.7581
H 2.9420 1.0916 -0.3997
H 3.7646 1.5220 -1.8998
H -1.5583 2.9132 -1.1829
H -3.3416 0.4165 -1.1720
H -3.8990 2.0753 -0.9850
H -2.8634 1.3618 0.2479
H -2.4654 1.1482 -3.5265
H -1.2886 2.4593 -3.6542
H -2.9513 2.8084 -3.2142
C 3.3457 2.4628 3.0397
O 2.1218 2.8766 3.6743
C 0.9848 2.9518 3.0191
S -0.3905 3.4561 3.7002
S 1.0110 2.5222 1.2459
H 4.0931 2.4997 3.8247
H 3.6135 3.1510 2.2399
H 3.2522 1.4459 2.6602

Atomic forces in eV per Å
-0.2 -0.1 0.5
0.3 0.2 -0.4
-0.1 -0.1 0.1
0.0 0.0 0.0
0.0 0.0 0.0
0.1 0.0 0.0
-0.1 -0.1 0.1
0.0 0.0 0.0
0.1 0.0 -0.1
0.0 0.3 -0.2
0.0 0.0 0.0
0.0 0.0 0.0
0.0 0.0 0.0
0.0 0.0 0.0
0.0 0.1 -0.1
0.0 0.0 0.0
-0.3 -0.4 0.1
0.1 0.0 0.1
0.0 0.0 0.0
0.0 0.0 -0.1
0.1 0.0 0.0
0.0 0.0 0.0
0.0 0.0 0.0
0.0 0.0 0.0
0.0 0.0 0.0
0.0 0.0 0.0
0.0 0.0 0.0
0.0 0.0 0.0
0.0 0.0 0.0
0.0 0.0 0.0
0.0 0.0 0.0
0.0 0.0 0.0
0.0 0.0 0.0
0.0 0.0 0.0
0.0 0.0 0.0
0.0 0.0 0.0
0.0 0.0 0.0
0.0 0.0 0.0
0.0 0.0 0.0
0.0 0.0 0.0
0.0 0.0 0.0
0.0 0.0 0.0
0.0 0.0 0.0
0.0 0.0 0.0
0.0 0.0 0.0
0.0 0.0 0.0
0.0 0.0 -0.1
0.0 0.0 0.1
0.1 0.1 0.0
0.0 0.0 0.0
0.0 0.0 0.0
0.0 0.0 0.0

In the natural (NBO) picture, each atom carries the following charge in e: 0.197 0.147 -0.091 -0.211 -0.182 -0.199 -0.071 0.057 -0.162 0.034 0.242 0.240 0.247 -0.628 -0.521 -0.632 1.517 -0.524 -0.629 -0.632 -0.519 -0.628 -0.628 0.233 0.208 0.214 0.233 0.211 0.235 0.215 0.234 0.211 0.236 0.215 0.212 0.221 0.234 0.234 0.208 0.236 0.215 0.213 0.213 0.234 -0.268 -0.479 0.004 0.054 -0.023 0.225 0.198 0.197

***

Record 3
# C17H27ClF3N5O4P

2 unconnected molecules or ions with the total composition C17H27ClF3N5O4P at a distorted geometry (the ωB97M-V functional and the def2-TZVPD basis, the Open Molecules 2025 dataset).

Net charge: +1
HOMO-LUMO gap in eV: 7.0
Lowest unoccupied orbital energy in eV: -3.58

Element x y z (Å)
C -3.7541 1.5252 -0.7487
C -2.6076 2.1598 -0.0091
O -2.7434 2.4731 1.1436
O -1.4096 2.3761 -0.6460
C -0.6236 1.1899 -0.7989
C -0.2570 1.0162 -2.2699
C 1.0380 0.2429 -2.4489
N 0.9423 -1.2115 -2.0834
C 1.7630 -1.6223 -1.0937
N 2.5701 -0.7933 -0.4253
C 3.1919 -1.5201 0.4773
N 2.8280 -2.7897 0.4108
C 3.3357 -3.8519 1.2872
C 2.2712 -4.5927 2.1105
C 2.4855 -6.0799 2.1733
F 2.1636 -6.6454 3.3600
C 2.9957 -6.8967 1.2117
F 2.4009 -7.1644 0.0568
F 4.1640 -7.4991 1.2640
N 1.9196 -2.8944 -0.6135
C 1.3671 -4.1890 -0.9715
C -0.0704 -4.4105 -0.5409
N -0.7268 -3.7588 0.3142
P -0.1858 -2.2446 -2.9176
O -1.5084 -1.7718 -2.0995
Cl -0.3949 -1.3490 -4.7354
H -3.4675 0.5704 -1.1981
H -4.5441 1.3388 -0.0303
H -4.1071 2.1599 -1.5612
H 0.2736 1.3130 -0.1882
H -1.1765 0.3148 -0.4468
H -1.0912 0.6097 -2.8353
H -0.0800 2.0237 -2.6539
H 1.8356 0.7197 -1.8915
H 1.3285 0.2780 -3.4981
H 3.9217 -1.1568 1.1822
H 4.0272 -3.3627 1.9689
H 3.9478 -4.5310 0.6921
H 2.3177 -4.2857 3.1561
H 1.2553 -4.3657 1.7739
H 1.3943 -4.2834 -2.0562
H 1.9876 -5.0014 -0.5997
H -0.5706 -5.2356 -1.0480
H -0.1619 -3.0118 0.7300
H -2.2978 -2.2267 -2.4267
C -1.8450 5.8970 2.0483
C -2.5901 7.2050 2.3011
C -1.9364 8.1267 1.2762
O -1.5578 7.2996 0.1702
C -1.6662 5.9259 0.5424
H -2.3768 5.0100 2.3879
H -0.8723 5.9230 2.5455
H -3.6510 7.0818 2.0728
H -2.5035 7.5734 3.3218
H -1.0346 8.5958 1.6835
H -2.6039 8.9124 0.9219
H -2.5370 5.4922 0.0360
H -0.7728 5.3917 0.2158

Atomic forces in eV per Å
0.3 -0.3 -0.4
-0.4 0.1 1.3
0.3 0.2 -0.5
-0.4 -0.3 -0.2
-0.1 -0.1 -0.4
0.2 0.4 0.5
-0.3 0.1 -0.7
0.1 0.6 -0.1
0.0 -0.5 -0.1
0.1 0.5 0.1
-0.4 0.0 -0.5
0.6 0.2 0.9
-0.1 -0.5 -0.2
-1.2 -0.6 -0.4
-0.5 -0.2 -0.5
1.6 0.4 0.6
0.2 0.0 0.4
0.7 1.3 -0.7
-0.7 -1.3 0.6
0.1 -0.2 0.3
-0.4 -0.2 -0.7
-0.1 0.1 0.2
0.2 0.0 0.0
0.0 -0.7 0.4
0.0 0.2 -0.4
0.1 0.2 0.1
0.1 0.1 0.0
-0.1 0.1 0.0
0.0 0.1 0.0
0.0 0.0 0.0
0.0 0.0 0.1
0.0 -0.1 0.0
0.1 0.0 -0.1
0.0 -0.2 0.2
0.0 -0.1 0.0
0.0 0.0 0.1
0.0 0.2 -0.1
-0.1 -0.1 -0.1
-0.1 0.1 0.0
0.1 0.3 0.1
0.1 0.0 0.0
0.2 0.2 0.2
0.1 -0.1 0.0
-0.1 0.1 0.0
-0.1 0.0 0.2
0.0 0.0 0.2
-0.1 0.0 -0.2
0.1 0.0 0.0
0.0 0.0 0.1
-0.1 0.0 -0.1
0.0 0.0 0.0
0.0 0.0 0.0
0.0 0.0 0.0
0.0 0.0 0.0
0.0 0.0 0.0
0.0 0.0 -0.1
0.0 -0.1 0.0
0.0 0.0 -0.1

In the natural (NBO) picture, each atom carries the following charge in e: -0.735 0.804 -0.532 -0.542 -0.068 -0.450 -0.226 -0.719 0.607 -0.485 0.289 -0.142 -0.226 -0.508 0.193 -0.292 0.697 -0.292 -0.268 -0.185 -0.336 0.105 -0.544 1.247 -0.987 -0.253 0.218 0.250 0.249 0.188 0.183 0.222 0.248 0.252 0.227 0.245 0.253 0.229 0.275 0.239 0.267 0.259 0.204 0.320 0.519 -0.433 -0.431 -0.067 -0.539 -0.062 0.229 0.197 0.202 0.219 0.164 0.185 0.157 0.180

***

Record 4
# C17H27N3O2

A molecular structure, C17H27N3O2 at a distorted geometry (the ωB97M-V functional and the def2-TZVPD basis, the Open Molecules 2025 dataset).

Net charge: 0
HOMO-LUMO gap in eV: 8.8
Lowest unoccupied orbital energy in eV: 0.76

Element x y z (Å)
C 4.4162 -2.5232 -3.5870
C 4.7879 -2.3468 -2.1802
C 3.5998 -2.3835 -1.1265
H 4.1433 -2.3827 -0.2222
H 3.0666 -3.1381 -1.5365
C 3.0031 -1.0817 -1.3613
N 2.1090 -0.9618 -0.2668
C 0.5882 -1.6312 -0.6092
O 0.2730 -2.0610 -1.6893
N -0.1963 -1.5387 0.5580
C 0.0317 -1.0395 1.8767
H 0.4868 -1.6419 2.4853
C -1.3158 -0.1417 2.1374
N -2.1341 0.0636 1.2540
C -1.7001 1.1907 0.3232
C -1.1460 1.1489 -0.8631
C -0.8084 2.4219 -1.6291
C -0.6863 3.5221 -0.9481
C -1.2671 3.5340 0.4172
C -1.4728 2.4288 1.1701
O -1.8874 2.5216 2.3257
C -2.8573 3.2373 2.8286
C -4.2945 2.6356 2.2932
H -5.0137 3.2710 2.6454
H -4.4822 2.4869 1.0060
H -4.4667 1.7354 2.6232
H -2.9635 3.5682 3.7198
H -2.9944 4.2459 2.3726
H -0.9109 4.5292 0.9202
H -0.4166 4.4250 -1.4529
H -0.6800 2.0767 -2.6298
H -1.3555 0.1714 -1.5564
C -2.6081 -1.0738 0.5230
H -2.8788 -0.6953 -0.6077
C -1.4521 -2.1268 0.3723
H -1.7339 -3.0288 1.3587
H -1.6453 -2.7030 -0.6622
H -3.2957 -1.4090 1.2418
H -1.1017 0.5383 2.9699
H -1.7512 -1.1797 2.9551
H 0.7789 0.1292 1.6979
H 2.4758 -1.1408 0.8057
H 2.4639 -1.1454 -2.3210
H 3.6327 -0.1466 -1.3452
H 5.5459 -3.4160 -2.0768
H 5.4076 -1.3998 -2.1153
H 3.8564 -1.5389 -3.9624
H 3.7229 -3.2289 -3.7559
H 5.1268 -2.7772 -4.3762

Atomic forces in eV per Å
-0.7 4.7 -2.4
3.9 -3.3 0.9
6.3 2.3 -3.5
-0.2 -0.9 1.5
-2.3 -2.7 0.1
-1.2 1.1 0.7
-5.6 -0.4 2.7
4.1 2.0 3.2
0.5 0.6 0.9
1.2 -1.6 -3.3
-0.5 10.4 -6.4
2.0 -3.4 4.0
6.8 -8.2 13.4
-5.2 4.9 -10.7
0.9 0.5 6.5
-1.3 -0.7 -5.5
-0.4 -6.4 0.7
-2.0 1.6 2.1
4.7 3.6 -0.8
-0.9 -0.2 -8.5
2.0 -2.6 7.0
-6.4 1.3 -8.6
3.1 2.9 -4.7
-2.1 1.7 0.7
1.1 0.9 3.8
-0.8 -5.0 2.0
0.5 0.4 7.0
1.0 -0.2 -0.6
-1.5 -1.8 -0.4
0.1 0.6 0.1
0.7 1.1 -0.9
1.0 2.4 1.8
1.6 0.4 -2.8
-0.2 -1.2 3.2
-4.4 -3.9 1.1
1.2 2.4 -2.9
1.1 1.3 2.6
-2.0 -1.3 -0.1
-0.1 0.3 -0.9
-0.2 2.7 -1.6
-1.3 -3.9 0.4
-1.3 0.3 -4.1
-0.1 0.5 0.5
0.0 -1.2 -0.3
-1.7 3.2 0.5
-0.4 -1.3 0.5
1.2 -1.8 0.4
-2.8 -2.8 -0.1
0.8 0.5 0.6

In the natural (NBO) picture, each atom carries the following charge in e: -0.618 -0.358 -0.421 0.208 0.222 -0.250 -0.721 0.871 -0.624 -0.549 -0.186 0.181 -0.112 -0.500 0.108 -0.238 -0.213 -0.207 -0.283 0.317 -0.486 -0.036 -0.590 0.193 0.192 0.186 0.192 0.159 0.211 0.215 0.223 0.222 -0.233 0.219 -0.219 0.155 0.270 0.217 0.238 0.097 0.174 0.395 0.226 0.197 0.167 0.200 0.175 0.199 0.219

***

| no. | E (hartree) |
| --- | --- |
| 1 | -2368.1321 |
| 2 | -3198.4801 |
| 3 | -2339.5133 |
| 4 | -978.1859 |